{"formula": "C56H90BF3N5O7S", "method": "ωB97M-V/def2-TZVPD", "species": ["C", "B", "O", "C", "C", "C", "C", "C", "F", "C", "F", "F", "C", "C", "O", "C", "C", "C", "C", "C", "C", "C", "C", "C", "C", "C", "C", "C", "C", "C", "C", "O", "C", "C", "O", "C", "N", "S", "N", "C", "H", "H", "H", "H", "H", "H", "H", "H", "H", "H", "H", "H", "H", "H", "H", "H", "H", "H", "H", "H", "H", "H", "H", "H", "H", "H", "H", "H", "H", "H", "H", "H", "H", "H", "H", "H", "C", "C", "C", "C", "C", "C", "N", "O", "C", "C", "C", "H", "H", "H", "H", "H", "H", "H", "H", "H", "H", "H", "H", "H", "H", "H", "H", "H", "H", "C", "C", "C", "C", "C", "C", "N", "O", "C", "C", "C", "H", "H", "H", "H", "H", "H", "H", "H", "H", "H", "H", "H", "H", "H", "H", "H", "H", "H", "C", "C", "C", "C", "C", "C", "N", "O", "C", "C", "C", "H", "H", "H", "H", "H", "H", "H", "H", "H", "H", "H", "H", "H", "H", "H", "H", "H", "H"], "xyz": [[0.14434, -7.66848, 1.14360], [0.76602, -7.55187, -0.37475], [1.69524, -8.52109, -0.91219], [0.28124, -6.21382, -1.21569], [0.99839, -4.78830, -1.05501], [2.23600, -4.54632, -0.07927], [1.67471, -3.72564, 1.22197], [2.91709, -3.37920, 2.16226], [2.77713, -2.26037, 3.04812], [4.15633, -4.13145, 2.21485], [4.09769, -5.49150, 2.67486], [5.43110, -3.60665, 1.82458], [0.35900, -3.63065, -1.90703], [0.95147, -2.11785, -1.81749], [2.38006, -2.19583, -2.05079], [3.07915, -1.02137, -1.62979], [2.85439, -0.22230, -0.31616], [3.66173, 1.04585, 0.11690], [3.23206, 1.74148, 1.49964], [4.80198, 1.52421, -0.82444], [5.07216, 0.73439, -2.16852], [4.23325, -0.52852, -2.59997], [4.56606, -1.26740, -3.97778], [5.82123, -0.65981, -4.78171], [4.79587, -2.85732, -3.85981], [-0.91576, -3.86350, -2.86630], [-1.60726, -2.67394, -3.71507], [-2.37985, -1.66662, -2.71437], [-3.93254, -1.39612, -3.16249], [-4.95972, -2.07809, -2.11689], [-6.41287, -1.35690, -2.09097], [-6.54777, -0.38808, -1.00779], [-7.85679, -0.37275, -0.45579], [-7.98954, -0.38971, 1.16558], [-8.93659, -0.31895, -1.10229], [-1.62059, -5.28572, -3.02022], [-2.78373, -5.65221, -3.80274], [-2.91337, -7.34169, -3.37994], [-1.63246, -7.72915, -2.29558], [-0.97450, -6.44620, -2.16166], [-0.71297, -6.90891, 1.28029], [-0.13173, -8.73672, 1.44083], [0.99935, -7.31046, 1.84313], [2.58397, -8.22392, -0.57831], [3.12706, -4.00031, -0.57938], [2.69022, -5.51403, 0.36037], [1.09015, -2.79990, 0.90014], [0.98232, -4.48068, 1.76502], [0.64518, -1.72887, -0.78675], [0.49725, -1.41458, -2.59639], [2.02181, -0.60119, 0.39247], [2.11753, 1.45526, 1.65903], [3.78397, 1.30647, 2.41944], [3.25311, 2.88904, 1.46497], [5.40886, 2.44811, -0.50636], [5.91230, 1.17906, -2.82224], [3.64061, -1.10499, -4.66176], [6.04387, -1.20284, -5.77205], [6.75406, -0.84152, -4.11500], [5.77488, 0.48589, -4.92761], [5.69501, -3.22300, -4.48783], [3.87231, -3.37227, -4.34105], [4.82553, -3.24498, -2.77674], [-0.86320, -2.15672, -4.42604], [-2.42325, -3.12377, -4.40699], [-1.82136, -0.66940, -2.65547], [-2.45824, -2.21151, -1.69922], [-4.12515, -1.68421, -4.25583], [-4.08123, -0.24498, -3.11116], [-4.53588, -1.98370, -1.04065], [-5.13327, -3.20033, -2.32283], [-7.28017, -2.11055, -2.01508], [-6.50978, -0.78831, -3.08936], [-7.48420, -1.35938, 1.51107], [-7.42522, 0.53381, 1.56636], [-9.07268, -0.29364, 1.51383], [-11.48061, -1.10680, -2.54354], [-11.52909, -0.94830, -4.08997], [-12.85605, -0.31750, -4.59335], [-14.04009, -1.26447, -4.72685], [-13.64302, -2.53271, -5.46699], [-12.42081, -3.21584, -4.81665], [-11.24974, -2.28626, -4.69395], [-10.74793, -2.08092, -5.94731], [-12.87521, -3.76548, -3.43984], [-12.05826, -4.49797, -5.60442], [-10.44000, 0.13128, -4.36114], [-11.51956, -2.13870, -2.20067], [-10.53282, -0.74443, -2.13179], [-12.28960, -0.56001, -2.05174], [-12.68771, 0.11689, -5.58730], [-13.14112, 0.52103, -3.94863], [-14.45343, -1.49612, -3.74113], [-14.84349, -0.76444, -5.27896], [-14.49287, -3.22127, -5.48914], [-13.42873, -2.29190, -6.51491], [-12.05150, -4.26426, -2.92258], [-13.67561, -4.50165, -3.56460], [-13.28670, -3.00293, -2.77799], [-11.83565, -4.29722, -6.65530], [-12.88939, -5.20975, -5.59807], [-11.19157, -4.99924, -5.16186], [-9.43722, -0.23887, -4.12932], [-10.62036, 1.00995, -3.73336], [-10.44378, 0.48322, -5.39670], [6.90743, -0.99680, 5.20333], [7.34635, 0.15767, 4.25817], [8.87879, 0.40869, 4.27954], [9.40366, 1.25194, 5.43322], [8.57079, 2.51326, 5.60868], [7.06856, 2.19007, 5.75849], [6.54859, 1.36763, 4.61774], [6.49315, 2.17262, 3.51584], [6.88259, 1.47837, 7.12345], [6.26590, 3.50086, 5.93322], [7.05138, -0.42138, 2.84340], [6.33825, -0.66940, 6.07058], [6.22104, -1.68722, 4.70269], [7.76131, -1.57662, 5.56259], [9.16618, 0.92698, 3.35574], [9.41575, -0.54598, 4.26219], [9.42629, 0.66279, 6.35436], [10.44292, 1.53411, 5.23225], [8.92721, 3.06519, 6.48338], [8.73130, 3.17874, 4.75218], [5.83445, 1.21895, 7.29380], [7.19432, 2.13225, 7.94395], [7.48349, 0.57496, 7.23184], [6.39877, 4.18949, 5.09518], [6.58693, 4.04285, 6.82803], [5.19575, 3.29559, 6.03960], [5.97832, -0.55320, 2.67569], [7.52466, -1.40258, 2.73333], [7.44798, 0.20553, 2.04006], [3.26250, 9.52463, 2.62859], [2.90769, 8.01206, 2.55811], [3.02066, 7.29868, 3.93294], [4.42033, 6.87591, 4.35551], [5.13468, 6.15010, 3.22576], [5.14521, 6.98347, 1.92667], [3.76502, 7.39210, 1.50353], [3.12205, 6.27743, 1.04675], [6.06683, 8.20688, 2.16794], [5.88270, 6.20332, 0.81170], [1.38405, 8.02838, 2.23539], [4.19146, 9.78715, 2.12735], [2.51878, 10.13672, 2.10847], [3.32610, 9.88091, 3.65980], [2.41043, 6.38664, 3.91036], [2.58540, 7.92629, 4.71837], [4.99392, 7.74466, 4.69106], [4.35134, 6.20921, 5.22222], [6.15825, 5.91827, 3.53402], [4.65104, 5.18179, 3.05054], [6.11840, 8.84338, 1.28071], [7.08666, 7.88131, 2.39555], [5.76539, 8.82184, 3.01655], [5.42725, 5.23119, 0.60678], [6.92009, 6.00166, 1.09529], [5.90120, 6.77504, -0.12169], [1.18645, 8.42874, 1.23677], [0.85628, 8.66237, 2.95540], [0.92831, 7.03672, 2.30233]], "forces_ev_per_angstrom": [[0.5, 0.5, -0.1], [-0.2, -0.1, 0.2], [-0.2, 2.3, 1.4], [0.4, 3.0, -1.1], [-3.5, -2.5, -2.4], [-0.4, 0.2, 0.4], [0.8, -1.6, 0.7], [1.2, -0.9, 0.8], [0.8, -1.2, -2.8], [-1.4, 1.1, 0.0], [0.8, 3.0, -2.6], [-3.1, -1.8, 2.4], [-2.6, -1.5, -1.7], [-1.3, -1.4, -0.1], [0.0, 2.2, 1.4], [3.0, 3.3, 0.3], [1.4, 0.2, -1.6], [0.8, -1.7, -2.9], [-0.9, -0.8, -0.4], [-2.5, -3.1, -0.5], [-2.4, -0.6, 2.4], [0.2, 1.9, 2.7], [-0.3, 0.2, -0.8], [0.9, 0.3, 1.2], [-1.1, -0.6, -0.4], [1.7, -0.9, 1.2], [-0.3, -0.7, 0.3], [-0.7, -0.6, -0.5], [0.4, 0.9, 0.7], [-0.5, 0.4, 0.6], [0.1, -0.6, -1.9], [-2.3, -1.0, 1.1], [-3.0, 0.6, -0.1], [1.3, 0.5, -0.9], [4.8, -0.4, 1.7], [1.2, 0.0, 1.2], [4.2, -2.1, 3.9], [1.5, 1.4, 0.5], [-0.2, 5.6, -1.6], [0.1, 0.5, 0.0], [1.2, -1.4, -0.1], [0.3, 1.5, -0.3], [-1.2, -0.6, -0.9], [-1.0, -0.7, -0.6], [-1.8, -0.7, 0.7], [-1.0, 1.2, -1.0], [1.0, -1.2, 0.8], [0.8, 1.5, -0.9], [0.8, -0.4, -1.4], [0.5, -1.1, 1.0], [1.5, 0.8, -1.2], [1.8, 0.5, -0.3], [-0.6, 0.9, -1.7], [0.3, -1.8, 0.0], [-1.0, -1.7, -0.8], [-1.6, -1.1, 1.1], [1.4, -0.3, 1.2], [-0.7, 0.9, 1.5], [-1.4, 0.3, -1.1], [-0.2, -1.9, 0.0], [-1.3, 0.8, 1.3], [1.5, 0.8, 0.9], [0.3, 0.7, -1.7], [-1.0, -0.7, 1.3], [1.6, 0.4, 1.2], [-0.8, -1.5, 0.2], [0.5, 1.2, -1.5], [0.2, 0.2, 1.7], [0.0, -1.9, 0.0], [-0.6, -0.2, -1.8], [0.4, 1.8, 0.2], [1.4, 1.1, -0.2], [-0.1, -0.9, 1.5], [-0.8, 1.5, -0.2], [-0.6, -1.6, -0.5], [1.6, -0.4, -0.9], [0.0, -0.2, 0.3], [0.3, 1.2, 1.8], [-0.2, -0.2, -0.4], [-0.1, 0.0, 0.1], [0.2, 0.3, -0.1], [-1.0, -1.7, 0.7], [-0.1, 1.5, -4.2], [-0.4, -0.8, 2.5], [0.0, 0.3, 0.3], [0.4, 0.4, -0.4], [0.1, -0.6, -0.8], [-0.2, 0.0, -0.2], [-0.5, 0.0, -0.4], [0.0, 0.0, -0.1], [0.2, -0.1, 0.1], [0.3, -0.1, 0.1], [0.0, -0.1, 0.0], [0.1, 0.0, 0.1], [0.2, -0.2, 0.1], [0.2, 0.0, 0.1], [0.0, 0.1, 0.0], [0.2, 0.1, -0.3], [0.1, 0.0, 0.0], [0.1, 0.1, 0.2], [0.0, 0.3, 0.2], [-0.1, 0.1, 0.0], [-0.2, 0.0, 0.0], [-0.2, -0.3, 0.1], [0.0, -0.2, 0.1], [-0.2, -0.1, 0.4], [0.0, -2.1, 0.0], [0.1, 0.5, 0.0], [0.1, -0.1, 0.1], [0.0, -0.1, -0.4], [-0.2, 0.5, 2.0], [1.7, 2.5, -3.3], [-0.6, -1.5, 2.1], [0.1, -0.4, 0.0], [-0.1, 0.0, -0.7], [-0.2, 0.9, -0.1], [0.2, 0.1, 0.0], [0.2, 0.1, -0.2], [0.0, 0.0, 0.0], [-0.3, 0.0, 0.0], [-0.3, 0.0, -0.1], [-0.1, 0.1, 0.0], [-0.1, -0.1, 0.0], [-0.3, 0.0, 0.0], [-0.2, -0.1, -0.1], [0.1, 0.0, -0.1], [-0.1, 0.1, -0.3], [-0.1, 0.0, -0.1], [0.0, -0.2, 0.0], [0.1, -0.3, 0.0], [0.1, 0.0, -0.1], [0.1, 0.1, 0.1], [0.0, 0.1, 0.3], [-0.2, 0.1, 0.2], [0.3, 0.3, 0.0], [-0.9, 1.8, 0.6], [0.2, -0.4, 0.0], [0.1, 0.1, 0.1], [-0.4, -0.1, -0.1], [2.1, 0.4, 0.0], [-1.9, -4.0, 0.4], [1.3, 2.3, 0.3], [-0.2, 0.3, 0.2], [-0.7, -0.3, -0.2], [0.3, -0.7, -0.5], [0.1, -0.2, 0.1], [-0.1, -0.2, 0.2], [0.0, 0.0, 0.0], [0.0, 0.1, -0.2], [-0.1, 0.1, -0.3], [0.1, 0.0, -0.1], [0.0, 0.1, 0.0], [0.0, 0.1, -0.3], [0.0, 0.1, -0.1], [-0.1, 0.0, 0.0], [-0.2, -0.2, -0.1], [0.0, 0.0, -0.1], [-0.1, 0.2, 0.0], [-0.2, 0.2, 0.2], [-0.1, 0.0, 0.1], [0.1, -0.1, 0.1], [0.4, 0.0, 0.0], [0.2, 0.1, -0.1]], "homo_energy_ha": -0.300, "multiplicity": 4, "e_tot_ha": -3710.07097, "s2": 3.764, "max_force_ev_per_a": 6.15, "e_lumo_ev": -1.4, "total_charge": 0, "homo_lumo_gap_ev": 6.78}